1.
C10H17Cl2NTl as an isolated structure, computed with ωB97M-V/def2-TZVPD.

* E_HOMO (spin up / spin down): -2.95 / -2.95 eV
* LUMO (spin up / spin down): 2.9 / 2.9 eV
* E_tot: -1538.72654 a.u.

ORCA input file:
```
! wB97M-V def2-TZVPD RIJCOSX def2/J DEFGRID3
* xyz -1 1
Tl 1.80207 -0.38228 -0.42530
Cl 0.39686 -2.35339 0.12961
Cl 2.58923 -0.18698 1.91418
C 3.74233 0.08379 -0.80697
H 3.72266 1.19030 -1.04171
H 3.74015 -0.31816 -1.89158
C -0.36248 1.24660 -1.26785
C 0.48622 0.55482 -1.98914
H -0.05775 1.99674 -0.52943
C 0.38286 -0.71602 -2.77233
H 1.61173 0.87966 -1.95889
C -0.91635 -0.51403 -3.52878
H 1.28857 -0.78857 -3.40654
H 0.34548 -1.72775 -2.28083
C -2.01723 -0.22301 -2.48475
H -0.75999 0.34626 -4.18408
H -1.15868 -1.36538 -4.17513
C -1.75945 0.82723 -1.33479
H -2.90888 0.11898 -3.01624
H -2.22916 -1.18761 -1.99737
H -2.43861 1.69731 -1.46229
H -2.01985 0.38222 -0.34768
C -0.82320 -0.39802 5.15126
C 0.07414 0.43474 4.22530
C -0.25144 0.32509 2.80158
N -0.45889 0.26666 1.66919
H -1.86098 -0.06116 5.07169
H -0.51523 -0.29757 6.19570
H -0.77357 -1.45720 4.88140
H 0.00902 1.49021 4.51525
H 1.12041 0.13649 4.34653
*
```

Charge distribution, Löwdin scheme, values in e:
1 Tl 0.323
2 Cl -0.092
3 Cl -0.107
4 C -0.433
5 H -0.104
6 H -0.115
7 C -0.164
8 C -0.335
9 H 0.121
10 C -0.276
11 H 0.065
12 C -0.209
13 H 0.119
14 H 0.050
15 C -0.166
16 H 0.108
17 H 0.108
18 C -0.189
19 H 0.094
20 H 0.109
21 H 0.111
22 H 0.097
23 C -0.109
24 C -0.248
25 C -0.278
26 N 0.118
27 H 0.069
28 H 0.066
29 H 0.079
30 H 0.112
31 H 0.078

***

2.
One molecule with the formula C5H12N2, computed with ωB97M-V/def2-TZVPD.

* E_HOMO: -7.63 eV
* structure (SMILES): CN/C=C/CCN
* LUMO: 1.2 eV
* E_tot: -307.17856 a.u.

ORCA input file:
```
! wB97M-V def2-TZVPD RIJCOSX def2/J DEFGRID3
* xyz 0 1
C -1.36179 1.66858 2.54216
N -1.34598 0.61396 1.55088
C -0.22924 0.42474 0.74932
C 0.32750 -0.76666 0.50916
C 1.28044 -1.03535 -0.59341
C 0.60824 -1.20709 -1.96760
N 0.49027 0.07526 -2.63861
H -0.82814 2.53189 2.15814
H -0.95771 1.33480 3.50058
H -2.38318 1.97987 2.73928
H -1.90042 -0.19119 1.79437
H 0.17908 1.33394 0.32918
H -0.08328 -1.56519 1.12452
H 2.01560 -0.23114 -0.73310
H 1.86417 -1.93933 -0.43228
H -0.40288 -1.62238 -1.85254
H 1.12308 -1.97524 -2.54588
H 1.38417 0.56450 -2.62172
H 0.22009 0.00604 -3.61246
*
```

Charge distribution, Löwdin scheme, values in e:
1 C -0.117
2 N -0.105
3 C -0.182
4 C -0.131
5 C -0.221
6 C -0.312
7 N -0.014
8 H 0.077
9 H 0.074
10 H 0.070
11 H 0.115
12 H 0.116
13 H 0.100
14 H 0.107
15 H 0.099
16 H 0.108
17 H 0.092
18 H 0.062
19 H 0.062

***

3.
A 2-piece molecular cluster, C4H5BrN2O overall, computed with ωB97M-V/def2-TZVPD.

* E_HOMO: -8.95 eV
* structure (SMILES): C=N/C=C\Br.N=C=O
* LUMO: 0.3 eV
* E_tot: -2914.09852 a.u.

ORCA input file:
```
! wB97M-V def2-TZVPD RIJCOSX def2/J DEFGRID3
* xyz 0 1
C 1.45717 -2.09273 -0.68935
N 0.64625 -1.46156 0.07544
C 0.88612 -0.09161 0.35810
C 0.05880 0.48419 1.30873
Br -1.51333 -0.55880 1.80131
H 1.25285 -3.15203 -0.85296
H 2.28305 -1.39357 -1.05930
H 1.84983 0.26701 0.15786
H 0.11463 1.42069 1.77223
N -2.27482 1.24758 -0.85181
C -1.24621 1.77251 -0.65271
O -0.24330 2.35335 -0.71608
H -3.27104 1.20497 -0.65145
*
```

Charge distribution, Löwdin scheme, values in e:
1 C -0.021
2 N -0.096
3 C -0.260
4 C -0.479
5 Br 0.638
6 H 0.074
7 H 0.094
8 H 0.087
9 H 0.032
10 N 0.209
11 C -0.509
12 O 0.123
13 H 0.108

***

4.
C38H35BBrF2N6O5S3Tl as an isolated structure, computed with ωB97M-V/def2-TZVPD.

* E_HOMO (spin up / spin down): 0.11 / 0.92 eV
* LUMO (spin up / spin down): 3.8 / 3.8 eV
* E_tot: -6339.50219 a.u.

ORCA input file:
```
! wB97M-V def2-TZVPD RIJCOSX def2/J DEFGRID3
* xyz -2 1
Tl -0.05311 0.72494 0.22275
O -1.77077 -0.55647 4.77338
S -1.52271 -0.72366 3.36476
O 0.05335 -0.56941 3.12776
N -2.11225 0.08816 2.29272
C -3.50064 0.40139 2.08541
C -4.52293 -0.00145 2.96377
C -5.83492 0.36867 2.72823
C -6.15051 1.16140 1.62636
C -5.14593 1.57617 0.72124
C -5.40997 2.38213 -0.41112
C -4.34842 2.71348 -1.28472
C -3.08755 2.24640 -1.00939
N -2.77376 1.49121 0.07257
C -3.78436 1.16419 0.93883
C -1.61285 -2.45194 3.03119
C -2.01380 -2.83306 1.76526
C -2.19832 -4.18813 1.51190
C -1.98898 -5.11995 2.51213
C -1.58347 -4.71753 3.77965
C -1.40309 -3.36947 4.04930
H -4.27749 -0.59353 3.83957
H -6.61212 0.03927 3.41024
H -7.17509 1.46750 1.43763
H -6.42443 2.72277 -0.59065
H -4.51652 3.31776 -2.17003
H -2.26378 2.45297 -1.68929
H -2.15238 -2.09083 0.98034
H -2.50486 -4.50379 0.52240
H -2.14489 -6.17317 2.30698
H -1.41007 -5.45267 4.55602
H -1.09905 -3.01891 5.02693
N 4.10534 -2.50436 0.27120
C 3.78160 -3.52857 1.15321
C 4.77906 -4.27023 1.78456
C 4.46013 -5.34241 2.61106
C 3.13235 -5.67234 2.83744
C 2.13063 -4.91922 2.22949
C 2.44235 -3.86616 1.38093
S 1.20692 -2.97062 0.52598
N 1.93862 -1.51333 0.15094
C 3.23104 -1.42371 -0.03536
C 3.83284 -0.23321 -0.54481
C 5.24791 -0.05559 -0.71966
C 5.74618 1.14146 -1.15402
C 4.86565 2.21203 -1.42921
C 3.50487 1.95484 -1.25249
N 2.98464 0.81234 -0.85806
H 5.07972 -2.27468 0.26029
H 5.81835 -4.00731 1.61068
H 5.25487 -5.91031 3.08029
H 2.87441 -6.50328 3.48312
H 1.08387 -5.15335 2.40366
H 5.95068 -0.85624 -0.52504
H 6.81670 1.26512 -1.27996
H 5.22144 3.17992 -1.75765
H 2.77657 2.74711 -1.44837
O 0.11589 1.75208 -2.42100
S 1.01490 0.88877 -3.27297
C -0.03380 0.42551 -4.67303
C -0.22873 1.71648 -5.44926
C 1.19103 2.24598 -5.66382
C 1.92222 2.09743 -4.32099
H -0.93513 -0.00985 -4.24313
H 0.50851 -0.32921 -5.25317
H -0.79973 2.41036 -4.82839
H -0.77066 1.57076 -6.38580
H 1.19501 3.28072 -6.01206
H 1.68830 1.64120 -6.42716
H 1.89521 3.00646 -3.71996
H 2.96075 1.77659 -4.41412
C -0.47986 -2.61296 -3.15297
O -0.28676 -1.41625 -2.41558
C -1.15733 -1.20398 -1.28665
O -2.04187 -2.02958 -1.17166
H 0.33922 -2.66989 -3.87333
H -1.43919 -2.61953 -3.68082
H -0.45056 -3.48509 -2.49707
F 2.11033 0.45013 3.37041
B 0.78955 0.55194 3.39899
F 0.26758 1.69237 3.84470
Br -0.80650 6.77236 3.26538
C -0.55299 5.91096 1.58841
C -0.38842 6.66855 0.45093
C -0.21115 5.99911 -0.74442
C -0.20671 4.60770 -0.74133
N -0.36312 3.89329 0.36462
C -0.53652 4.52414 1.51609
H -0.40366 7.74911 0.50023
H -0.08371 6.54985 -1.66748
H -0.07869 4.02816 -1.65184
H -0.66444 3.90402 2.39789
*
```

Charge distribution, Löwdin scheme, values in e:
1 Tl 0.864
2 O -0.274
3 S 0.705
4 O -0.057
5 N -0.144
6 C -0.228
7 C -0.086
8 C -0.154
9 C -0.097
10 C -0.191
11 C -0.097
12 C -0.142
13 C -0.210
14 N 0.022
15 C -0.187
16 C -0.267
17 C -0.058
18 C -0.065
19 C -0.102
20 C -0.102
21 C -0.058
22 H 0.084
23 H 0.077
24 H 0.081
25 H 0.074
26 H 0.069
27 H 0.070
28 H 0.090
29 H 0.110
30 H 0.095
31 H 0.094
32 H 0.111
33 N 0.099
34 C -0.263
35 C -0.052
36 C -0.135
37 C -0.131
38 C -0.111
39 C -0.454
40 S 0.975
41 N -0.304
42 C -0.375
43 C -0.226
44 C -0.070
45 C -0.146
46 C -0.130
47 C -0.224
48 N 0.045
49 H 0.088
50 H 0.099
51 H 0.083
52 H 0.084
53 H 0.089
54 H 0.076
55 H 0.080
56 H 0.064
57 H 0.091
58 O -0.613
59 S 0.926
60 C -0.322
61 C -0.248
62 C -0.242
63 C -0.305
64 H 0.092
65 H 0.098
66 H 0.109
67 H 0.104
68 H 0.099
69 H 0.100
70 H 0.078
71 H 0.082
72 C -0.147
73 O -0.315
74 C -0.425
75 O -0.076
76 H 0.073
77 H 0.075
78 H 0.070
79 F 0.255
80 B -0.971
81 F 0.239
82 Br 0.690
83 C -0.669
84 C -0.142
85 C -0.064
86 C -0.129
87 N 0.071
88 C -0.161
89 H 0.094
90 H 0.097
91 H 0.089
92 H 0.110

***

In the order shown, the computed ΔE to the lowest compared entry with this formula, charge and spin values come out to 185.6, 133.3, 200.1, 239.3 kJ/mol.